A molecular structure, C60H59CaN9O5 in a non-equilibrium geometry, computed with ωB97M-V with the def2-TZVPD basis set.

Output
E_HOMO in eV: -2.1
Net charge: -2

Element x y z (Å)
Ca (-1.087, 0.716, 0.530)
O (-3.056, 0.124, 4.625)
C (-2.171, 0.141, 3.748)
N (-2.288, 0.010, 2.433)
C (-3.680, -0.107, 2.024)
C (-4.132, 0.950, 1.029)
C (-5.439, 0.910, 0.542)
C (-5.839, 1.823, -0.408)
C (-4.939, 2.791, -0.835)
C (-3.675, 2.780, -0.281)
N (-3.272, 1.886, 0.629)
C (-0.774, 0.452, 4.232)
C (-0.546, 1.057, 5.399)
C (0.828, 1.305, 5.850)
C (1.886, 1.167, 5.053)
C (1.656, 0.815, 3.616)
N (0.315, 0.240, 3.379)
H (-4.334, -0.051, 2.900)
H (-3.865, -1.090, 1.567)
H (-6.118, 0.145, 0.904)
H (-6.843, 1.784, -0.816)
H (-5.195, 3.517, -1.595)
H (-2.937, 3.518, -0.577)
H (-1.397, 1.326, 6.008)
H (0.980, 1.580, 6.889)
H (2.897, 1.285, 5.425)
H (1.847, 1.644, 2.930)
C (0.014, -3.544, -5.088)
C (-0.868, -3.095, -3.939)
C (-2.101, -3.979, -3.810)
O (-0.125, -3.134, -2.751)
C (-0.552, -2.049, -1.913)
C (-1.087, -1.001, -2.899)
O (-1.222, -1.726, -4.138)
C (-2.421, -0.305, -2.431)
O (-2.304, 0.041, -1.125)
C (-2.626, 1.022, -3.220)
C (-3.781, 1.401, -3.894)
C (-3.908, 2.667, -4.466)
C (-2.879, 3.589, -4.368)
C (-1.725, 3.235, -3.672)
C (-1.612, 1.977, -3.106)
C (-3.599, -1.264, -2.648)
C (-4.196, -1.817, -1.521)
C (-5.256, -2.713, -1.632)
C (-5.753, -3.053, -2.883)
C (-5.169, -2.500, -4.019)
C (-4.098, -1.627, -3.900)
C (0.644, -1.682, -0.981)
O (0.370, -0.543, -0.276)
C (0.825, -2.926, -0.075)
C (-0.011, -3.050, 1.032)
C (0.047, -4.166, 1.852)
C (0.948, -5.190, 1.579)
C (1.788, -5.079, 0.479)
C (1.725, -3.954, -0.339)
C (1.935, -1.391, -1.794)
C (1.980, -1.101, -3.151)
C (3.157, -0.658, -3.760)
C (4.322, -0.514, -3.026)
C (4.300, -0.824, -1.667)
C (3.125, -1.250, -1.074)
H (0.348, -4.569, -4.918)
H (0.886, -2.897, -5.167)
H (-0.551, -3.501, -6.021)
H (-1.779, -5.020, -3.727)
H (-2.747, -3.867, -4.682)
H (-2.674, -3.717, -2.920)
H (-1.374, -2.375, -1.267)
H (-0.354, -0.211, -3.056)
H (-4.624, 0.726, -3.942)
H (-4.830, 2.934, -4.970)
H (-2.974, 4.572, -4.814)
H (-0.918, 3.951, -3.555)
H (-0.740, 1.737, -2.511)
H (-3.800, -1.518, -0.557)
H (-5.698, -3.135, -0.736)
H (-6.585, -3.741, -2.977)
H (-5.540, -2.764, -5.003)
H (-3.631, -1.233, -4.794)
H (-0.687, -2.238, 1.277)
H (-0.598, -4.223, 2.722)
H (1.000, -6.060, 2.223)
H (2.500, -5.866, 0.256)
H (2.376, -3.885, -1.203)
H (1.092, -1.193, -3.755)
H (3.150, -0.420, -4.818)
H (5.232, -0.162, -3.497)
H (5.200, -0.721, -1.072)
H (3.105, -1.497, -0.025)
C (1.342, 2.695, -1.368)
N (0.434, 2.719, -0.225)
C (-0.080, 3.863, 0.082)
C (-0.862, 4.099, 1.248)
C (-1.471, 5.307, 1.641)
C (-2.066, 5.037, 2.872)
C (-1.765, 3.679, 3.154)
N (-1.049, 3.111, 2.182)
C (2.773, 3.007, -0.992)
C (3.513, 3.963, -1.674)
C (4.832, 4.235, -1.319)
C (5.422, 3.550, -0.269)
C (4.686, 2.588, 0.421)
C (3.376, 2.319, 0.059)
H (1.027, 3.397, -2.152)
H (1.321, 1.685, -1.791)
H (0.078, 4.726, -0.580)
H (-1.479, 6.236, 1.086)
H (-2.634, 5.715, 3.493)
H (-2.079, 3.112, 4.020)
H (3.050, 4.507, -2.491)
H (5.393, 4.990, -1.859)
H (6.446, 3.762, 0.016)
H (5.137, 2.051, 1.244)
H (2.787, 1.577, 0.587)
C (5.562, 0.024, 3.663)
C (5.347, -1.309, 4.373)
C (5.217, -1.123, 5.881)
C (4.133, -2.040, 3.790)
N (2.863, -1.405, 4.083)
C (2.191, -0.564, 3.135)
N (0.810, -1.109, 3.150)
N (0.769, -1.969, 4.315)
N (1.908, -2.223, 4.707)
H (6.428, 0.556, 4.066)
H (4.689, 0.673, 3.784)
H (5.721, -0.123, 2.591)
H (6.210, -1.953, 4.174)
H (4.308, -0.567, 6.118)
H (6.075, -0.575, 6.281)
H (5.155, -2.086, 6.396)
H (4.088, -3.055, 4.187)
H (4.250, -2.117, 2.701)
H (2.648, -0.587, 2.153)